C4H7F3NO5S2Tb | wB97M-V/def2-TZVPD

Summary:
**2S+1**: 7
**Kohn-Sham gap (alpha / beta)**: 0.247 / 0.314 Eh
**Charge**: +2
**E_HOMO (alpha / beta)**: -18.2 / -18.2 eV

Each line ends with the Löwdin spin population.
Positions of all 23 atoms, in Å:
O 1.45305 -1.81286 -0.90439  -0.03
S 1.70879 -1.77344 0.51146  -0.01
O 0.61554 -1.69146 1.42174  -0.09
N 2.65916 -0.42558 0.86582  -0.74
S 2.44609 0.91622 -0.12993  -0.03
O 3.19855 1.97955 0.42407  -0.02
O 2.63557 0.56903 -1.53263  -0.01
C 0.75864 1.38298 -0.21571  0.02
C -0.30205 1.27456 0.89259  0.00
O -1.56602 1.11336 0.28573  0.00
C -1.80230 -0.06882 -0.41713  0.02
C -2.89682 -0.94910 0.21282  0.00
F -4.07674 -0.68348 -0.31819  0.00
F -2.93960 -0.77637 1.51279  0.00
F -2.60136 -2.22465 -0.05217  0.00
H 2.55476 -2.74225 0.87743  0.00
H 0.51483 0.79472 -1.07541  0.06
H 0.78946 2.43414 -0.51118  0.00
H -0.05277 0.52726 1.63174  0.00
H -0.31574 2.22399 1.41702  0.00
H -0.92770 -0.71169 -0.54092  0.00
H -2.19196 0.20007 -1.41410  0.01
Tb 0.33861 0.44385 -2.94147  6.82